Below is an isolated molecule of CH4N2S, with properties calculated with wB97M-V/def2-TZVPD.

Cartesian coordinates (Å):
S (0.62, -1.48, -1.04)
N (-0.48, -0.02, 0.97)
N (0.62, 0.00, -0.01)
C (-0.62, 0.72, -0.19)
H (-0.46, 1.81, -0.21)
H (0.03, 0.76, 1.84)
H (1.77, -2.08, -0.69)
H (-1.48, 0.29, -0.67)

- HOMO level: -9.25 eV
- Relative energy (zero: lowest compared OMol25 entry of this formula, charge and spin): 94.6 kcal/mol
- SMILES: SN1CN1
- 2S+1: 1
- Frontier orbital gap: 10.1 eV

Results of the Mulliken charge analysis, in e, for atoms 1 through 5:
1. S -0.15
2. N -0.43
3. N -0.26
4. C -0.07
5. H 0.23


Below is an isolated molecule of CH4N2S2, with properties calculated with wB97M-V/def2-TZVPD.

Cartesian coordinates (Å):
S (1.98, -0.87, -0.11)
S (-2.86, -0.30, 0.10)
N (1.05, 0.59, -0.04)
N (-0.35, 0.35, -0.47)
C (-1.27, 0.00, 0.44)
H (-0.45, 0.54, -1.52)
H (1.43, -1.58, 0.85)
H (1.57, 1.06, -0.74)
H (-1.10, 0.22, 1.48)

- HOMO level: -8.54 eV
- Relative energy (zero: lowest compared OMol25 entry of this formula, charge and spin): 55.3 kcal/mol
- SMILES: S=CNNS
- 2S+1: 1
- Frontier orbital gap: 8.7 eV

Results of the Mulliken charge analysis, in e, for atoms 1 through 5:
1. S -0.08
2. S -0.32
3. N -0.48
4. N 0.04
5. C -0.14